Record 1
# C13H19ClCrN3O2

C13H19ClCrN3O2 as an isolated structure (ωB97M-V with the def2-TZVPD basis set, the OMol25 dataset).

Geometry as XYZ:
```
39
Properties=species:S:1:pos:R:3
Cr -0.022 0.053 -0.201
Cl 3.047 3.039 5.651
O -0.231 0.377 1.586
O 1.690 0.937 -0.134
N -0.501 0.841 -2.054
N -1.844 -1.010 -0.478
N 0.626 -1.550 -1.341
C 2.289 1.461 0.854
C 0.078 1.102 3.807
C -1.536 -2.477 -0.562
C 1.793 1.534 2.167
C 0.858 1.731 4.756
C -1.993 0.866 -2.111
C 0.529 0.991 2.501
C 2.579 2.173 3.153
C 0.209 0.087 -3.131
C -2.575 -0.470 -1.674
C 2.114 2.269 4.435
C -0.023 -2.715 -0.675
C 0.295 -1.394 -2.789
H 0.502 1.816 5.775
H 3.546 2.585 2.891
H -0.280 0.239 -4.094
H -2.069 -2.903 -1.409
H -2.317 1.659 -1.435
H 1.211 0.507 -3.194
H -2.511 -1.198 -2.478
H -0.184 1.807 -2.113
H -3.634 -0.350 -1.449
H -2.423 -0.856 0.343
H 3.270 1.889 0.646
H -0.889 0.689 4.065
H 0.182 -3.643 -1.209
H -0.643 -1.908 -2.984
H 1.635 -1.638 -1.241
H -2.345 1.123 -3.111
H -1.907 -2.981 0.327
H 1.052 -1.879 -3.403
H 0.423 -2.803 0.316
```

The charge is +2. The value obtained for the energy is -63285.59789 eV. The multiplicity is 4. The value obtained for the HOMO-LUMO gap (spin up / spin down) is 0.2520 / 0.2664 Eh. The value obtained for the highest occupied orbital energy (spin up / spin down) is -14.62 / -14.63 eV. The expectation value of S² is 3.790.

=====

Record 2
# C26H43N7O6PPt

C26H43N7O6PPt as an isolated structure (ωB97M-V with the def2-TZVPD basis set, the OMol25 dataset).

Geometry as XYZ:
```
84
Properties=species:S:1:pos:R:3
Pt 0.078 -0.870 -0.653
P -1.541 2.390 0.173
O 6.850 -0.831 -0.977
O -1.764 -3.798 1.443
O -2.165 -1.197 -0.922
O -0.747 1.117 -0.050
O 2.014 0.271 5.795
O 1.276 -2.780 -1.711
N 0.299 -0.854 1.377
N -1.683 3.252 -1.216
N -0.248 -3.058 -0.143
N -3.078 2.208 0.735
N -0.153 -0.437 -2.663
N -0.808 3.270 1.357
N 2.045 -0.401 -0.411
C 0.636 -3.569 -1.007
C -0.732 -1.084 2.197
C -1.469 4.353 2.087
C -2.253 4.597 -1.187
C -0.125 -0.552 -3.804
C -0.968 -1.905 -5.701
C 4.237 -0.414 -1.300
C 2.872 -0.421 -1.467
C 1.691 -0.370 3.222
C 3.884 -0.343 1.072
C -0.939 -4.028 0.609
C -2.673 -2.197 -1.848
C 1.503 -0.523 1.868
C -3.233 1.473 1.989
C 0.827 -0.446 5.575
C -0.121 -0.701 -5.247
C -0.916 2.929 -2.411
C 0.629 -0.589 4.097
C 6.249 -0.347 0.192
C -0.430 -5.382 0.110
C 4.764 -0.362 -0.009
C 0.647 3.392 1.301
C 0.669 -5.067 -0.925
C -4.202 2.025 -0.182
C 2.527 -0.392 0.846
C -0.602 -0.965 3.562
H -1.279 -5.914 -0.321
H 0.484 -5.504 -1.906
H -1.454 -1.173 4.196
H -2.009 -2.223 -2.705
H 1.084 2.488 0.878
H -2.548 4.255 2.028
H -0.577 -2.835 -5.292
H -1.175 4.311 3.138
H -1.586 2.785 -3.265
H 4.267 -0.324 2.084
H -5.087 2.507 0.234
H -4.124 1.821 2.513
H -3.671 -1.901 -2.166
H -2.903 4.723 -0.324
H 2.422 -0.444 -2.446
H -0.086 -5.955 0.970
H -0.227 3.739 -2.665
H 0.869 -1.456 6.005
H 6.511 -0.937 1.077
H -0.354 2.015 -2.253
H -3.985 2.463 -1.151
H -3.349 0.396 1.807
H -0.928 -1.963 -6.786
H -2.599 -1.348 -0.070
H -2.364 1.630 2.625
H -1.660 -1.400 1.752
H 6.548 0.691 0.398
H 0.918 -0.827 -5.563
H -0.046 0.049 6.013
H 2.644 -0.067 3.632
H -1.473 5.363 -1.160
H -2.843 4.767 -2.089
H 4.900 -0.472 -2.151
H -2.715 -3.179 -1.384
H -1.167 5.332 1.705
H 1.036 3.534 2.311
H -0.490 0.224 -5.696
H 1.664 -5.392 -0.619
H 7.799 -0.944 -0.849
H 0.960 4.254 0.704
H -4.433 0.962 -0.319
H 2.190 0.340 6.740
H -2.009 -1.789 -5.405
```

The charge is +3. The value obtained for the energy is -62886.03373 eV. The value obtained for the HOMO-LUMO gap (spin up / spin down) is 0.1714 / 0.1646 Eh. The value obtained for the highest occupied orbital energy (spin up / spin down) is -16.01 / -16.02 eV.

=====

Record 3
# C9H14N2O3

The molecule C9H14N2O3 (ωB97M-V with the def2-TZVPD basis set, the OMol25 dataset).

Geometry as XYZ:
```
28
Properties=species:S:1:pos:R:3
O -0.608 -3.894 -1.884
O -2.755 1.542 -1.972
O -3.806 -0.316 -1.960
N -0.045 0.024 2.483
N -2.806 0.367 -1.755
C -0.034 1.688 -1.278
C 0.721 2.277 -0.304
C -0.110 0.852 1.354
C -0.413 0.321 -1.109
C 0.947 1.611 0.923
C -0.608 -2.517 -2.110
C -1.686 -1.793 -1.256
C 2.100 2.025 1.693
C -1.586 -0.313 -1.493
H -0.855 -2.395 -3.175
H 0.439 -0.394 -1.013
H 2.893 1.278 1.966
H 0.424 -1.950 -2.216
H -1.154 1.091 0.925
H -0.237 2.142 -2.228
H -1.553 -4.067 -1.520
H 0.837 0.149 2.971
H 1.201 3.176 -0.738
H -1.421 -2.060 -0.112
H -0.871 -0.238 2.909
H -2.697 -2.146 -1.392
H 1.795 2.421 2.658
H 2.644 2.841 1.258
```

The value obtained for the energy is -18676.42532 eV. The SMILES is CC(/C=C\C=C(\CCO)[N+](=O)[O-])=C\N. The energy above the lowest of the compared OMol25 structures with the same formula, charge and spin comes out at 158.4 kcal/mol. The value obtained for the HOMO-LUMO gap is 0.2778 Eh. The value obtained for the highest occupied orbital energy is -7.74 eV.

=====

Record 4
# C15H34BIO12

A 7-piece molecular cluster, C15H34BIO12 overall (ωB97M-V with the def2-TZVPD basis set, the OMol25 dataset).

Geometry as XYZ:
```
63
Properties=species:S:1:pos:R:3
I 1.057 -4.553 -1.944
O -0.227 1.628 1.615
O -3.711 -0.995 -1.350
O 1.364 -3.746 1.765
O -6.839 2.682 -3.413
O 3.909 1.894 4.235
O -3.967 0.881 -2.788
O -2.324 2.452 -0.162
O 0.695 0.389 4.113
O 2.663 3.785 -3.992
O 2.033 0.810 0.218
O 1.449 1.192 -2.760
O -0.677 1.085 6.543
C 4.005 -1.110 1.193
C 3.534 -0.667 2.582
C 0.868 1.022 -0.432
C -4.917 -0.744 -0.587
C -0.669 0.249 -2.282
C -1.737 0.643 -1.579
C 3.179 0.481 -0.580
C -4.728 -1.270 0.845
C 0.335 -1.871 -3.120
C -0.224 1.401 0.281
C -0.353 -2.986 -2.351
C 4.350 0.104 0.307
C -0.639 -0.716 -3.418
C -1.514 1.589 -0.446
C 0.665 0.847 -1.896
B -3.202 0.149 -1.899
H -4.973 -0.494 1.559
H 4.383 -0.577 3.250
H 3.196 2.352 4.691
H -5.758 -1.215 -1.083
H 4.837 -1.805 1.243
H -0.250 -0.201 -4.294
H 2.972 -0.347 -1.260
H -0.698 -2.639 -1.383
H 0.270 1.214 4.374
H 2.290 3.013 -3.552
H 4.593 0.971 0.916
H 3.176 -1.634 0.720
H -3.690 -1.559 0.957
H 0.724 -2.288 -4.046
H -5.362 -2.136 0.997
H 2.166 4.529 -3.641
H 4.630 2.531 4.232
H 2.858 -1.424 2.973
H -6.354 1.865 -3.253
H 3.002 0.269 2.532
H -0.198 0.350 6.936
H 3.421 1.336 -1.208
H 1.200 -1.542 -2.551
H -5.128 0.322 -0.530
H 0.431 -3.754 1.995
H -1.610 -1.148 -3.644
H 0.202 0.901 2.091
H -1.203 -3.391 -2.886
H -6.178 3.289 -3.757
H 1.394 -4.098 0.867
H -3.760 1.806 -2.611
H 5.155 -0.132 -0.384
H 1.425 0.299 4.730
H -1.537 0.714 6.324
```

The value obtained for the energy is -49454.35544 eV. The SMILES is CCCCOC1=C(O)C(=O)C(B(O)OCC)=C(CCCI)C1=O.O.O.O.O.O.O. The energy above the lowest of the compared OMol25 structures with the same formula, charge and spin comes out at 14.8 kcal/mol. The value obtained for the HOMO-LUMO gap is 0.2880 Eh. The value obtained for the highest occupied orbital energy is -8.81 eV.

=====

Record 5
# ClHNO2P

The molecule ClHNO2P (ωB97M-V with the def2-TZVPD basis set, the OMol25 dataset).

Geometry as XYZ:
```
6
Properties=species:S:1:pos:R:3
Cl 1.292 -1.872 -1.198
P 0.964 -0.295 -0.006
O 2.601 1.499 -0.731
O 1.712 -0.175 1.236
N 1.432 1.328 -0.620
H -0.484 -0.133 0.278
```

The value obtained for the energy is -27409.93404 eV. The multiplicity is 3. The energy above the lowest of the compared OMol25 structures with the same formula, charge and spin comes out at 0.0 kcal/mol. The value obtained for the HOMO-LUMO gap (spin up / spin down) is 0.3425 / 0.3584 Eh. The value obtained for the highest occupied orbital energy (spin up / spin down) is -9.04 / -11.54 eV. The expectation value of S² is 2.007.

=====

Record 6
# C4H6O7Yb

C4H6O7Yb as an isolated structure (ωB97M-V with the def2-TZVPD basis set, the OMol25 dataset).

Geometry as XYZ:
```
18
Properties=species:S:1:pos:R:3
Yb -3.584 4.250 0.017
O -2.310 2.290 -0.957
O -0.670 1.156 -0.013
O 1.410 -0.779 -0.026
O -0.499 -1.543 -2.470
O 1.380 -3.023 0.031
O 2.614 -1.865 -1.439
O -1.781 2.765 1.114
C 0.452 -0.681 1.019
C 0.022 0.752 1.179
C -1.552 2.120 0.045
C 1.563 -1.991 -0.601
H 0.884 1.418 1.312
H 2.851 -2.742 -1.764
H -0.441 -1.296 0.841
H 0.925 -1.049 1.939
H -0.614 -0.610 -2.267
H -0.650 0.830 2.040
```

The charge is +1. The value obtained for the energy is -50098.11634 eV. The multiplicity is 2. The energy above the lowest of the compared OMol25 structures with the same formula, charge and spin comes out at 25.0 kcal/mol. The value obtained for the HOMO-LUMO gap is 0.2258 Eh. The value obtained for the highest occupied orbital energy is -12.54 eV. The expectation value of S² is 0.753.